[1]
DFT (ωB97M-V/def2-TZVPD) results for a molecular structure, C42H42Cl2CuGeN2O2P2.

XYZ file:
```
94
Properties=species:S:1:pos:R:3:lowdin_spin:R:1
Ge -1.16583 2.10829 -2.59461 0.023
Cu 0.07016 0.65854 0.29304 0.464
Cl -1.31917 -4.88409 1.52064 0.000
Cl -2.62716 -2.02354 -2.89780 0.000
P 0.46734 0.32708 2.59885 0.014
P 2.43403 0.30006 0.72946 0.097
O -1.79269 0.08253 0.33756 0.053
O -1.95953 -0.02741 2.57110 0.002
N 2.21943 0.21434 2.43108 0.015
N -2.80630 -2.64694 -0.02759 0.000
C -1.42855 4.00170 -3.03458 0.011
C -0.83556 -5.66512 -0.98767 0.000
C -0.54452 1.16310 -4.19372 0.001
C 0.63147 -0.87690 6.49776 0.000
C -0.77041 2.50954 3.89682 0.002
C 0.26719 2.11086 3.04832 0.004
C 0.78096 -0.13502 5.33555 0.000
C -0.68123 -2.49895 5.29732 0.000
C -4.33895 -1.80046 1.61799 0.000
C -3.92239 -0.39286 1.27181 0.005
C -0.11858 4.81570 3.67040 0.002
C -0.09806 -2.06047 6.47880 0.000
C -5.29808 -2.03046 2.59565 0.000
C -5.37729 -4.35344 2.04273 0.000
C 2.49010 -2.99663 -1.65021 0.000
C -0.77737 -5.50636 -2.36127 0.000
C 2.13874 -2.51962 1.07219 0.001
C -1.45161 -4.70701 -0.19945 0.000
C 2.12123 -3.82037 0.58020 0.000
C -5.80878 -3.29855 2.83464 0.000
C -1.31176 -4.36781 -2.93937 0.000
C -3.83956 -2.88929 0.89355 0.000
C 4.67077 1.67117 -0.22644 0.003
C 4.22306 0.59846 0.53816 0.032
C 0.19824 -0.57472 4.15062 0.001
C -0.95998 3.84786 4.20384 0.000
C 6.03443 1.91354 -0.35727 0.000
C -1.95723 -3.43947 -2.14596 0.000
C 0.91878 4.43451 2.83464 0.000
C 1.10975 3.09290 2.52633 0.002
C -2.93040 1.42544 -2.10566 0.000
C 5.14117 -0.23402 1.17725 0.006
C 2.30289 -4.05959 -0.77418 0.001
C -4.40819 -4.14779 1.07240 0.000
C 6.94461 1.08663 0.28280 -0.001
C 2.50815 -1.69983 -1.16242 0.001
C 0.22492 1.95886 -1.23605 0.219
C -2.43836 -0.08230 1.42850 0.003
C -0.53491 -1.75483 4.13485 0.000
C -2.10018 -3.59571 -0.75783 0.000
C 6.49834 0.01350 1.04968 0.002
C 2.35122 -1.45499 0.20389 0.004
H -3.64555 1.65051 -2.90246 0.000
H 2.00275 -2.33592 2.13144 0.000
H -5.79152 -5.34554 2.17520 0.000
H -3.27112 1.89800 -1.18242 0.000
H -2.89957 0.34739 -1.94400 0.000
H 1.08015 -0.53085 7.42076 0.000
H -6.55118 -3.45477 3.60730 0.000
H 0.46572 1.48723 -4.45469 0.000
H 2.62370 -3.18237 -2.70891 0.000
H -0.27024 5.86180 3.90774 0.000
H -1.43015 1.76144 4.31345 0.000
H -1.25375 -4.20180 -4.00719 0.000
H 2.81005 0.80447 3.00385 0.000
H 4.78806 -1.07377 1.76458 0.000
H 7.21337 -0.63266 1.54353 0.000
H -0.29638 -6.25524 -2.97573 0.000
H 8.00708 1.27524 0.18478 0.000
H -0.21272 -2.63896 7.38723 0.000
H 0.33198 2.91473 -0.70775 0.015
H -4.18848 -0.17252 0.23454 0.000
H 1.17389 1.75726 -1.73957 0.011
H -1.76892 4.13575 4.86415 0.000
H 1.96571 -4.64908 1.26122 0.000
H -1.00699 -2.07881 3.21593 0.000
H 2.28877 -5.07461 -1.15221 0.000
H 6.38309 2.74691 -0.95492 0.000
H 1.58378 5.18010 2.41704 0.000
H -2.10172 4.09803 -3.89013 0.002
H -0.52494 0.08476 -4.01438 0.000
H -2.74570 -1.70600 -0.38882 0.000
H -1.87778 4.52019 -2.18396 0.000
H -5.66198 -1.18576 3.17038 0.000
H -1.25561 -3.41734 5.28344 0.000
H 2.64744 -0.86422 -1.84298 0.000
H 1.34119 0.79362 5.35702 0.000
H -1.20008 1.35864 -5.04545 0.000
H 3.95095 2.31355 -0.72212 0.001
H -4.46254 0.29963 1.91484 0.000
H -0.37525 -6.51805 -0.50685 0.000
H 1.92455 2.82960 1.86473 0.000
H -0.48366 4.49249 -3.27851 0.000
H -4.09256 -4.97255 0.44417 0.000
```

Calculated values
2S+1	2
E_tot	-196090.2730	eV
total charge	0
LUMO energy (alpha / beta)	0.01920 / -0.02096	Eh
expectation value of S²	0.757
strongest force on any atom	0.78	eV/Å

[2]
DFT (ωB97M-V/def2-TZVPD) results for 14 unconnected molecules or ions with the total composition C42H42F14O42 in a non-equilibrium geometry.

XYZ file:
```
140
Properties=species:S:1:pos:R:3:lowdin_charge:R:1
F -16.25649 17.38479 7.48108 0.076
F -16.49388 19.48955 0.27085 0.072
F -17.43461 9.50568 4.46900 0.037
F -21.69958 18.05598 3.81605 0.020
F -8.96527 11.90394 4.56472 0.050
F -14.68891 12.74706 5.93655 0.031
F -11.09924 14.33726 5.44554 0.072
F -18.21077 11.84409 2.74790 0.066
F -15.68059 19.22442 3.20960 0.050
F -20.30412 11.60793 7.57178 0.076
F -12.22883 10.33926 11.14572 0.060
F -16.93570 13.44734 11.12844 0.051
F -9.20378 13.22428 2.00903 0.060
F -14.88871 10.02033 6.83776 0.086
O -17.67334 12.11086 8.52952 0.036
O -15.58405 17.76625 9.58416 0.138
O -15.53955 16.09827 11.10754 0.200
O -18.58502 20.60312 3.57915 0.187
O -16.05914 17.26722 0.40017 0.122
O -11.19131 10.82827 2.69809 0.101
O -21.12004 14.09283 3.98766 0.171
O -16.76899 13.47527 5.20788 0.123
O -20.30845 12.71410 5.55367 0.113
O -12.95141 19.15312 6.14178 0.187
O -19.38733 5.97647 4.32151 0.198
O -13.19216 14.98686 2.09395 0.191
O -18.78015 10.64875 0.85350 0.125
O -19.83392 18.89986 2.78445 0.112
O -10.87226 16.61952 7.18293 0.051
O -9.96882 18.11638 5.77620 0.208
O -14.38654 15.95509 9.23378 0.055
O -18.99360 18.80846 4.83786 0.100
O -11.33605 13.84847 1.58207 0.136
O -13.75898 19.91980 4.19169 0.153
O -12.83133 9.05586 6.71013 0.104
O -12.83828 12.12796 3.48887 0.197
O -14.05036 7.20936 6.67680 0.112
O -9.42692 15.89608 5.66792 0.123
O -11.43792 12.27824 8.71834 0.050
O -13.54213 12.83496 8.19407 0.163
O -18.13914 17.26951 1.19417 0.052
O -16.45742 11.43439 10.24074 0.137
O -20.97427 10.98863 0.93724 0.070
O -13.05057 10.78468 9.05387 0.125
O -16.64824 15.80547 2.02005 0.183
O -13.48855 17.73335 4.46741 0.071
O -12.23698 7.32045 8.00464 0.180
O -11.13452 11.53684 4.80842 0.121
O -11.16968 15.96775 2.17421 0.076
O -19.11026 8.15965 3.79714 0.140
O -21.28922 14.60059 6.18392 0.071
O -17.83496 9.97191 9.25756 0.192
O -20.19408 9.25611 -0.23051 0.202
O -17.91978 15.29347 5.90524 0.160
O -19.32697 7.53792 5.92209 0.089
O -15.73649 15.40483 5.40402 0.082
C -10.52548 15.26655 7.56468 -0.023
C -13.69492 17.95897 3.05518 -0.038
C -15.42172 13.20216 4.85442 -0.242
C -10.03971 14.77441 6.19789 -0.323
C -20.39363 17.76393 3.37645 -0.273
C -10.80244 11.19853 9.43060 -0.021
C -15.20409 17.84207 8.22059 -0.268
C -9.98705 14.13944 1.36729 -0.280
C -19.12694 19.57113 3.74326 -0.557
C -19.29000 7.09947 4.65184 -0.547
C -18.20707 17.90467 -0.11834 -0.010
C -9.83282 15.49438 2.06890 -0.031
C -11.96896 10.26474 9.79066 -0.267
C -15.18190 16.58901 10.11582 -0.584
C -12.02625 14.95447 1.96950 -0.537
C -12.96069 7.78766 7.19513 -0.554
C -20.42614 11.85788 1.93168 -0.056
C -16.19623 12.80504 10.15547 -0.292
C -17.34897 11.03779 9.28719 -0.553
C -11.82807 11.54963 3.64155 -0.557
C -14.89842 14.61100 4.56260 -0.058
C -10.06925 10.20674 3.27526 -0.063
C -14.50188 8.01415 5.59806 -0.039
C -16.94787 16.65451 1.24756 -0.540
C -9.90835 10.90520 4.63177 -0.292
C -10.07767 17.01089 6.15532 -0.527
C -19.27639 8.96054 5.94047 -0.046
C -18.80845 9.30697 4.52268 -0.292
C -16.65234 13.13877 8.75941 -0.014
C -18.93271 11.84983 1.59473 -0.285
C -16.72997 18.27336 -0.31508 -0.286
C -20.92790 13.84470 5.12863 -0.563
C -14.00760 9.39792 6.00974 -0.289
C -19.99369 10.23570 0.37751 -0.552
C -14.30244 19.33789 3.06791 -0.296
C -16.92357 14.79848 5.48298 -0.547
C -20.16314 12.82305 6.97526 -0.290
C -14.03520 16.85742 8.17998 -0.053
C -21.33842 13.71307 7.33067 -0.015
C -19.54166 17.51322 4.60965 -0.052
C -12.75610 12.03949 8.59865 -0.520
C -13.42265 18.93700 5.08040 -0.524
H -9.11000 10.34839 2.77929 0.143
H -18.77035 16.80532 4.30585 0.118
H -15.03227 14.89882 3.52082 0.097
H -18.52295 9.22530 6.68087 0.133
H -15.17035 13.06295 10.40342 0.162
H -20.83944 12.85595 1.80381 0.124
H -9.66207 10.20980 5.42992 0.168
H -15.89722 12.83912 8.02486 0.111
H -9.27125 16.27520 1.55957 0.143
H -13.92499 16.36269 7.21676 0.129
H -18.58005 17.06206 -0.71290 0.144
H -18.94976 18.68556 -0.23260 0.145
H -13.74221 10.06240 5.19110 0.156
H -11.71276 9.24429 9.50815 0.151
H -10.19956 9.14131 3.46086 0.139
H -14.93777 18.85481 7.93879 0.161
H -11.33139 14.72774 8.04892 0.121
H -19.30028 10.25163 4.29117 0.137
H -21.11695 14.31248 8.21141 0.146
H -9.68713 15.31625 8.26805 0.145
H -16.97221 14.14729 8.51471 0.144
H -13.04891 17.24648 8.43646 0.132
H -20.51386 16.96897 2.64788 0.159
H -16.50950 18.26381 -1.38125 0.168
H -13.82246 14.65907 4.70557 0.129
H -20.07930 17.09098 5.44627 0.135
H -9.72161 14.10691 0.31328 0.172
H -14.16295 19.90773 2.15124 0.171
H -15.56883 8.00883 5.44031 0.129
H -19.20161 13.27100 7.20261 0.143
H -9.99603 10.78462 8.82986 0.134
H -20.21856 9.45540 6.16582 0.131
H -14.02544 7.76561 4.64683 0.145
H -14.23497 17.18580 2.52281 0.112
H -9.36896 13.94130 6.41713 0.164
H -9.33218 15.33430 3.02694 0.131
H -12.67971 17.97921 2.65056 0.136
H -20.66378 11.51457 2.93714 0.123
H -10.39088 11.69693 10.31047 0.141
H -22.27076 13.16336 7.46381 0.148
H -18.65271 12.68462 0.95321 0.168
H -15.36637 12.48052 4.05353 0.159
```

Calculated values
ΔE to the lowest compared entry with this formula, charge and spin	7.06	kcal per mole
2S+1	1
E_tot	-168277.8835	eV
total charge	0
LUMO energy	-0.00901	Eh
strongest force on any atom	2.74	eV/Å